{"formula": "C4H14N3", "method": "the ωB97M-V functional and the def2-TZVPD basis", "species": ["C", "C", "N", "C", "H", "H", "H", "H", "H", "H", "H", "H", "H", "H", "N", "C", "N", "H", "H", "H", "H"], "positions_angstrom": [[-0.7808, 0.2375, -1.4172], [-0.3268, -0.8972, -0.5868], [-0.1948, -2.1091, -1.5253], [-0.0421, -3.3509, -0.7010], [-1.7842, 0.0110, -1.8204], [-0.8187, 1.1912, -0.8090], [-0.0052, 0.3802, -2.2386], [0.7090, -0.8219, -0.1995], [-1.0821, -1.1900, 0.2157], [0.5954, -1.9890, -2.1131], [-1.0289, -2.0924, -2.1085], [1.0175, -3.3218, -0.2917], [-0.1490, -4.2203, -1.3684], [-0.7995, -3.3688, 0.0858], [-0.4663, 2.9371, 1.6006], [0.5100, 2.0157, 1.8525], [1.5926, 1.8450, 1.1760], [-0.5059, 3.3021, 0.6319], [-1.4055, 2.8087, 1.9998], [0.3375, 1.4234, 2.7377], [2.2379, 1.1460, 1.6343]], "gap_ev": [12.93, 7.63], "multiplicity": 2, "charge": 2, "de_lowest_kj_mol": 153.2, "homo_ev": [-20.4, -20.0], "max_force_ev_per_a": 3.49}

{"formula": "C23H51BrF4N2O15PS", "method": "the ωB97M-V functional and the def2-TZVPD basis", "species": ["C", "C", "N", "N", "C", "C", "C", "C", "C", "O", "C", "C", "O", "C", "S", "C", "C", "C", "F", "C", "P", "O", "O", "O", "C", "C", "C", "O", "O", "C", "F", "F", "F", "C", "Br", "C", "C", "C", "C", "O", "O", "H", "H", "H", "H", "H", "H", "H", "H", "H", "H", "H", "H", "H", "H", "H", "H", "H", "H", "H", "H", "H", "H", "H", "H", "H", "H", "H", "H", "H", "H", "H", "H", "H", "H", "H", "H", "H", "H", "H", "O", "H", "H", "O", "H", "H", "O", "H", "H", "O", "H", "H", "O", "H", "H", "O", "H", "H"], "positions_angstrom": [[-0.1154, -3.3324, 2.6788], [0.4925, -2.4147, 1.6028], [0.0629, -1.0252, 1.7167], [-0.2839, -0.2320, 0.6124], [0.8849, -0.3788, -0.3447], [2.3144, -0.2445, 0.2043], [3.1290, 0.9517, -0.3139], [3.3364, 0.9294, -1.8326], [4.5931, 1.6759, -2.2997], [5.4064, 0.7735, -3.0953], [5.0780, 0.7890, -4.4099], [4.6330, -0.5309, -4.9864], [5.1581, 1.7738, -5.0951], [-0.5372, 1.1899, 1.1312], [0.1527, 2.5883, 0.1130], [-0.0324, 1.6512, 2.5245], [1.4307, 1.4743, 2.9453], [1.7398, 0.2557, 3.8233], [1.6762, 2.5820, 3.7804], [-2.1052, 1.4545, 1.0019], [-2.9033, 2.7301, 2.0465], [-4.3070, 2.9093, 1.7126], [-2.1063, 4.1099, 1.8013], [-2.7037, 2.4896, 3.6082], [-2.8386, 0.0879, 0.6986], [-4.0304, 0.4077, -0.2466], [-5.4503, 0.7080, 0.2625], [-6.2427, 0.9601, -0.6119], [-5.8232, 0.6712, 1.5404], [-3.3164, -0.6847, 1.9289], [-3.6650, 0.1320, 2.9174], [-4.3327, -1.5109, 1.6484], [-2.3598, -1.4938, 2.4728], [-1.6069, -0.5675, -0.0958], [-1.6542, 0.0850, -1.9844], [-1.9248, -2.0807, -0.3014], [-1.3591, -2.8586, -1.5089], [-1.2099, -4.3778, -1.1287], [0.2363, -4.7893, -1.2248], [0.8889, -5.1105, -0.2776], [0.8156, -4.7690, -2.4849], [0.5465, -4.1656, 2.8736], [-1.0756, -3.6929, 2.3129], [-0.3210, -2.7609, 3.5845], [1.5754, -2.4651, 1.7562], [0.3341, -2.8958, 0.6425], [-0.4466, -0.8671, 2.5697], [0.8304, 0.3435, -1.1484], [0.7962, -1.3280, -0.8581], [2.4284, -0.3263, 1.2796], [2.8651, -1.1050, -0.1837], [2.7828, 1.9096, 0.0627], [4.1220, 0.8080, 0.1233], [3.4293, -0.1174, -2.1290], [2.4449, 1.3109, -2.3414], [5.2233, 1.9891, -1.4751], [4.3319, 2.5092, -2.9447], [4.8550, -0.5732, -6.0461], [3.5641, -0.6607, -4.8237], [5.1624, -1.3444, -4.4923], [-0.2345, 2.3566, -1.1585], [-0.6432, 1.1716, 3.2889], [-0.1767, 2.7281, 2.5428], [2.1495, 1.5977, 2.1403], [0.8301, -0.2675, 4.1145], [2.1973, 0.5817, 4.7571], [2.4447, -0.4247, 3.3515], [-2.1349, 1.9819, 0.0547], [-2.0211, 4.2974, 0.8544], [-2.1768, 3.1897, 4.0169], [-4.2123, -0.4118, -0.9400], [-3.8337, 1.2628, -0.8781], [-6.7636, 0.4285, 1.5497], [-1.6864, -2.6812, 0.5715], [-3.0012, -2.2164, -0.4035], [-2.0647, -2.8531, -2.3307], [-0.3856, -2.5429, -1.8720], [-1.8177, -4.9927, -1.7870], [-1.5289, -4.5816, -0.1104], [1.1240, -3.8759, -2.6658], [2.5661, -0.4389, 6.7123], [2.9837, -0.1639, 7.5355], [1.6587, -0.6362, 6.9660], [4.9276, 4.8891, -3.7523], [5.2069, 4.2188, -4.3890], [4.6289, 5.6239, -4.2968], [7.0319, 1.7750, -7.7953], [6.6935, 1.8578, -6.8978], [7.5919, 2.5475, -7.9154], [-8.0812, -1.2705, 1.0386], [-7.8382, -2.2003, 1.0238], [-9.0126, -1.2733, 1.2842], [-4.5335, -3.6963, -0.3687], [-4.4749, -3.5635, 0.5836], [-5.4513, -3.9497, -0.5138], [-1.4109, 5.6529, -1.0317], [-0.8914, 6.1813, -1.6458], [-2.2290, 6.1515, -0.9261]], "gap_ev": 9.45, "charge": 1, "homo_ev": -12.5, "max_force_ev_per_a": 3.52}

{"formula": "C9H4Cl2N2O3TiY", "method": "the ωB97M-V functional and the def2-TZVPD basis", "species": ["Ti", "Y", "Cl", "Cl", "C", "C", "C", "O", "O", "O", "N", "C", "C", "C", "C", "C", "N", "C", "H", "H", "H", "H"], "positions_angstrom": [[-0.3451, -0.1521, -3.9321], [0.3239, -0.0258, -0.9937], [-1.0514, -1.7624, -2.2533], [-0.8678, 1.8568, -2.7042], [1.4503, 1.8971, -0.2901], [0.2803, -1.7086, -5.0226], [0.3621, 0.9324, -5.4472], [2.0243, 2.7831, 0.1670], [0.5768, -2.6794, -5.6372], [0.7117, 1.6404, -6.3345], [0.8861, -2.8350, 4.7975], [0.4575, -2.0572, 4.0286], [-0.0607, -1.0377, 3.1453], [-0.2813, 0.2541, 3.6398], [-0.7284, 1.2477, 2.7946], [-0.9079, 0.9725, 1.4468], [-0.6331, -0.2808, 0.9562], [-0.2127, -1.3041, 1.7715], [-0.0492, 0.4750, 4.6738], [-0.8431, 2.2676, 3.1389], [-1.1622, 1.7524, 0.7368], [0.0699, -2.2359, 1.3180]], "gap_ev": [2.81, 3.15], "multiplicity": 2, "charge": 4, "de_lowest_kj_mol": 0.0, "homo_ev": [-22.2, -22.2], "max_force_ev_per_a": 12.57}

{"formula": "C2H2FGaO3", "method": "the ωB97M-V functional and the def2-TZVPD basis", "species": ["H", "O", "Ga", "O", "C", "O", "C", "F", "H"], "positions_angstrom": [[-1.5985, -0.3554, -0.3595], [-1.1706, 0.3614, -0.8553], [0.2398, 3.5452, -0.7722], [0.3789, 1.9166, -0.6632], [-0.1755, 0.9085, -0.2618], [0.8353, -0.3651, 0.6321], [0.5646, -1.5754, 0.8853], [1.3846, -2.4828, 0.3819], [-0.4586, -1.9530, 1.0127]], "gap_ev": [9.14, 8.48], "multiplicity": 2, "charge": 3, "de_lowest_kj_mol": 87.8, "homo_ev": [-27.2, -27.9], "max_force_ev_per_a": 8.19}

{"formula": "C5H11N5", "method": "the ωB97M-V functional and the def2-TZVPD basis", "species": ["C", "C", "C", "C", "C", "N", "N", "N", "N", "N", "H", "H", "H", "H", "H", "H", "H", "H", "H", "H", "H"], "positions_angstrom": [[1.6523, -2.0486, -0.1784], [0.6879, -0.9141, -0.0240], [-0.6584, -1.1161, -0.0423], [-1.5703, -0.0228, 0.1038], [-3.0413, -0.2998, 0.1530], [-1.1979, 1.1970, 0.2395], [0.0842, 1.5865, 0.3256], [0.4638, 2.5335, -0.6207], [1.1905, 0.3273, 0.0499], [2.4500, 0.6461, 0.4806], [1.9348, -2.1574, -1.2242], [1.1821, -2.9709, 0.1501], [2.5508, -1.8616, 0.4014], [-1.0499, -2.1107, -0.1590], [-3.3544, -0.3996, 1.1912], [-3.2671, -1.2257, -0.3685], [-3.5990, 0.5194, -0.2927], [0.4462, 3.4511, -0.1916], [-0.1164, 2.5328, -1.4596], [2.4544, 0.8552, 1.4814], [2.7578, 1.4784, -0.0156]], "gap_ev": 8.19, "charge": 0, "de_lowest_kj_mol": 327.2, "homo_ev": -7.1, "smiles": "CC1=CC(C)=NN(N)N1N", "max_force_ev_per_a": 3.33}